(1)
An isolated molecule of C5H4N2. Source: the OMol25 dataset; level of theory: the ωB97M-V functional and the def2-TZVPD basis.

Positions of all 11 atoms, in Å:
H (-0.80818, 2.61603, 0.47195)
N (-0.71305, 1.62494, 0.22380)
N (-1.77515, 1.06885, 0.54520)
C (-1.82219, -0.35524, 0.24750)
C (-0.78384, -0.85804, -0.37328)
C (0.39366, -0.65847, -0.92581)
C (1.61921, -0.73051, -0.19215)
C (2.65736, -0.74299, 0.42097)
H (-2.73613, -0.85328, 0.56390)
H (0.42749, -0.34745, -1.97110)
H (3.56460, -0.77160, 0.98731)

## Properties
SMILES: [H]/N=N/C=C=CC#C
Orbital gap, eV: 9.423
HOMO energy, hartree: -0.341
Spin multiplicity: 1
Energy relative to the best compared isomer or geometry (same formula, charge and spin), kcal/mol: 117.03

natural (NBO) population analysis, charges in e, atoms 1 to 5: number 1, H, carries 0.325; number 2, N, carries -0.336; number 3, N, carries -0.128; number 4, C, carries -0.200; number 5, C, carries 0.145

***

(2)
A structure of composition C5H4N2. Source: the OMol25 dataset; level of theory: the ωB97M-V functional and the def2-TZVPD basis.

Positions of all 11 atoms, in Å:
C (2.00574, 0.05289, -0.22876)
C (1.42874, 0.74550, 0.75693)
C (0.43769, -0.13024, 0.11450)
N (-0.47690, -1.08455, 0.59559)
C (-0.94634, -0.09340, -0.40810)
C (-1.80378, 1.00329, 0.00355)
N (-2.51024, 1.86006, 0.32775)
H (2.90968, -0.47891, -0.50997)
H (1.14539, -0.58139, -0.92859)
H (-0.77371, -0.87781, 1.54895)
H (-1.20673, -0.53169, -1.36816)

## Properties
Orbital gap, eV: 10.386
HOMO energy, hartree: -0.361
Spin multiplicity: 1
Energy relative to the best compared isomer or geometry (same formula, charge and spin), kcal/mol: 159.54

Löwdin population analysis, charges in e, atoms 1 to 5: number 1, C, carries -0.049; number 2, C, carries 0.056; number 3, C, carries -0.484; number 4, N, carries 0.127; number 5, C, carries -0.202

***

(3)
An isolated molecule of C5H4N2. Source: the OMol25 dataset; level of theory: the ωB97M-V functional and the def2-TZVPD basis.

Positions of all 11 atoms, in Å:
C (-1.26122, 2.53910, 0.16284)
C (-0.62083, 1.61941, -0.28739)
C (-0.00138, 0.43148, -0.73369)
N (1.02150, -0.15683, -0.11431)
C (0.93679, -1.51516, 0.01859)
C (-0.23382, -2.03405, 0.60840)
N (-1.17777, -2.36699, 1.20722)
H (-1.82646, 3.35811, 0.55522)
H (-0.38643, -0.13091, -1.57275)
H (1.75280, 0.39438, 0.33290)
H (1.79682, -2.13854, -0.17703)

## Properties
Orbital gap (alpha / beta), eV: 6.891 / 7.656
HOMO energy (alpha / beta), hartree: -0.287 / -0.304
Spin multiplicity: 1
Energy relative to the best compared isomer or geometry (same formula, charge and spin), kcal/mol: 99.49

natural (NBO) population analysis, charges in e, atoms 1 to 5: number 1, C, carries -0.148; number 2, C, carries -0.113; number 3, C, carries -0.032; number 4, N, carries -0.446; number 5, C, carries -0.214

***

The lowest energy relative to the best compared isomer or geometry (same formula, charge and spin) belongs to which entry?
number 3